{
  "formula": "C2H5N2O",
  "method": "the ωB97M-V functional and the def2-TZVPD basis",
  "orbital_gap_ha": 0.35912,
  "molar_mass_g_mol": 73.07,
  "charge": 1,
  "smiles": "NC(=[NH2+])C=O",
  "spin_multiplicity": 1,
  "homo_ev": -15.750,
  "species": ["N", "C", "N", "C", "O", "H", "H", "H", "H", "H"],
  "positions_angstrom": [[1.03828, 0.97813, 0.43120], [0.26943, 0.13395, -0.12299], [-1.25388, 0.66974, -0.85179], [0.21234, -1.41866, 0.10048], [0.17751, -1.86360, 1.21100], [1.71908, 0.45141, 0.88977], [1.01079, 1.92118, 0.34326], [-1.89985, -0.16184, -1.06145], [-1.57085, 1.37842, -0.14012], [0.29716, -2.08872, -0.79936]]
}